Entry P
ORCA calculation (the ωB97M-V functional and the def2-TZVPD basis) on a structure of composition C2H3F2NO.

XYZ file:
```
9
Properties=species:S:1:pos:R:3:lowdin_charge:R:1
C -0.730 -0.911 -0.549 -0.088
C 0.413 -0.192 -0.268 -0.241
N 0.011 1.126 1.029 -0.034
O 0.359 -1.397 0.258 0.044
F 1.142 1.195 1.825 -0.062
F 0.037 2.198 0.250 -0.045
H -1.634 -0.799 -0.075 0.088
H -0.785 -1.568 -1.507 0.154
H 1.187 0.348 -0.964 0.183
```

Values from the calculation:
Highest occupied orbital energy, Ha: -0.354

Entry Q
ORCA calculation (the ωB97M-V functional and the def2-TZVPD basis) on the molecule C2H3F2NO.

XYZ file:
```
9
Properties=species:S:1:pos:R:3:lowdin_charge:R:1
C 0.764 0.009 0.162 -0.104
C -0.372 0.979 -0.010 -0.365
H -0.473 -2.646 -0.194 0.098
H 1.732 0.524 0.235 0.134
H -1.246 0.689 0.617 0.163
N 0.750 -1.235 0.190 0.035
O -0.564 -1.688 -0.088 -0.061
F -0.714 1.177 -1.311 0.067
F 0.124 2.190 0.398 0.033
```

Values from the calculation:
Structure (SMILES): O/N=C\C(F)F
Highest occupied orbital energy, Ha: -0.401

Of them, entry Q has the highest stability.

Entry P
ORCA calculation (the ωB97M-V functional and the def2-TZVPD basis) on a structure of composition C5H8OS.

XYZ file:
```
15
Properties=species:S:1:pos:R:3:lowdin_charge:R:1
C -0.467 -0.091 -0.529 -0.582
C 0.442 0.970 0.142 -0.314
C 1.852 0.724 -0.492 -0.125
C 1.895 -0.782 -0.308 -0.131
C 0.510 -0.938 0.334 -0.283
H -2.137 0.813 0.804 -0.121
H -0.321 -0.101 -1.620 0.099
H 0.207 2.005 0.237 0.138
H 1.883 1.042 -1.524 0.111
H 2.610 1.198 0.097 0.105
H 2.752 -1.060 0.335 0.120
H 1.866 -1.354 -1.305 0.141
H 0.210 -1.887 0.825 0.155
O 0.373 0.147 1.318 -0.088
S -2.215 -0.070 -0.205 0.774
```

Values from the calculation:
Highest occupied orbital energy, Ha: -0.333

Entry Q
ORCA calculation (the ωB97M-V functional and the def2-TZVPD basis) on the molecule C5H8OS.

XYZ file:
```
15
Properties=species:S:1:pos:R:3:lowdin_charge:R:1
C 0.883 1.631 -0.039 -0.103
C 1.626 0.317 0.023 -0.237
C 0.927 -1.038 -0.052 -0.074
C -0.368 -1.242 -0.001 -0.124
C -2.608 -0.579 -0.049 -0.723
H 0.274 1.674 0.844 0.072
H 0.252 1.711 -0.903 0.071
H 1.559 2.456 -0.039 0.066
H 2.324 0.210 -0.808 0.101
H 2.249 0.324 0.944 0.119
H 1.524 -1.921 0.063 0.103
H -0.834 -2.208 0.158 0.113
H -2.699 -1.631 0.002 0.050
O -1.315 -0.211 -0.154 -0.133
S -3.795 0.508 0.012 0.700
```

Values from the calculation:
Structure (SMILES): CC/C=C\OC=S
Highest occupied orbital energy, Ha: -0.331

Entry R
ORCA calculation (the ωB97M-V functional and the def2-TZVPD basis) on the molecule C5H8OS.

XYZ file:
```
15
Properties=species:S:1:pos:R:3:lowdin_charge:R:1
C -0.887 0.916 0.125 -0.609
C 0.500 1.191 -0.503 -0.177
C 1.279 0.033 -1.138 -0.194
C 1.188 -0.597 1.115 -0.134
C 0.347 0.747 0.933 -0.270
H -0.698 -1.242 -0.345 -0.063
H -1.361 1.911 0.285 0.116
H 0.871 2.238 -0.619 0.146
H 0.708 -0.431 -1.902 0.100
H 2.296 0.256 -1.568 0.139
H 2.170 -0.164 1.655 0.160
H 0.603 -1.393 1.626 0.120
H 0.257 1.453 1.703 0.111
O 1.393 -1.028 -0.229 -0.189
S -1.910 -0.509 -0.137 0.745
```

Values from the calculation:
Structure (SMILES): S[C@H]1[C@H]2COC[C@@H]12
Highest occupied orbital energy, Ha: -0.316

Of them, entry Q has the highest stability.

Entry P
ORCA calculation (the ωB97M-V functional and the def2-TZVPD basis) on a structure of composition C5H8OS.

XYZ file:
```
15
Properties=species:S:1:pos:R:3:lowdin_charge:R:1
C 1.107 1.763 1.888 -0.089
C 0.165 1.465 0.806 -0.307
C 0.315 0.653 -0.435 -0.416
C 0.208 -1.480 -1.215 -0.462
C -0.243 0.072 0.745 -0.408
H 1.671 0.796 2.239 0.113
H 1.969 2.486 1.645 0.101
H 0.512 2.242 2.770 0.113
H -0.610 2.293 0.518 0.177
H -0.461 1.230 -0.974 0.129
H 0.488 -2.418 -0.522 0.092
H 0.124 -1.899 -2.461 0.167
H 0.427 -0.534 1.388 0.120
O 1.105 -0.313 -1.179 -0.144
S -1.392 -1.033 -0.370 0.815
```

Values from the calculation:
Highest occupied orbital energy, Ha: -0.306

Entry Q
ORCA calculation (the ωB97M-V functional and the def2-TZVPD basis) on the molecule C5H8OS.

XYZ file:
```
15
Properties=species:S:1:pos:R:3:lowdin_charge:R:1
C 0.558 -0.966 -0.475 -0.565
C -0.576 -0.296 -1.202 -0.209
C -0.826 1.156 -0.873 -0.181
C -1.229 -0.058 1.111 -0.173
C -0.880 -1.016 0.068 -0.227
H 1.110 0.768 0.917 -0.126
H 0.920 -1.916 -0.905 0.103
H -0.904 -0.648 -2.148 0.131
H 0.019 1.721 -1.179 0.105
H -1.719 1.557 -1.374 0.130
H -2.303 -0.100 1.341 0.128
H -0.631 -0.081 2.043 0.129
H -1.281 -2.011 0.136 0.139
O -0.985 1.245 0.530 -0.162
S 1.899 -0.135 0.322 0.780
```

Values from the calculation:
Structure (SMILES): S[C@H]1[C@H]2COC[C@@H]12
Highest occupied orbital energy, Ha: -0.318

Entry R
ORCA calculation (the ωB97M-V functional and the def2-TZVPD basis) on a cluster of 2 separate species, C5H8OS in total.

XYZ file:
```
15
Properties=species:S:1:pos:R:3:lowdin_charge:R:1
C 1.345 -1.039 1.908 0.000
C 0.594 0.088 1.765 -0.280
C -1.192 0.172 -1.973 -0.359
C -0.146 -0.099 -0.956 -0.271
C -0.714 0.295 1.162 -0.042
O 1.122 0.925 -3.061 -0.585
S 0.190 1.400 -2.012 0.894
H 2.240 -0.879 2.501 0.045
H 1.106 -2.101 1.728 0.066
H 1.080 1.077 1.709 0.104
H -1.343 -0.373 -2.975 0.108
H -2.230 0.610 -1.551 0.122
H 0.549 -0.835 -0.717 0.043
H -1.417 -0.543 1.195 0.070
H -1.183 1.304 1.278 0.085
```

Values from the calculation:
Highest occupied orbital energy, Ha: -0.312

Entry S
ORCA calculation (the ωB97M-V functional and the def2-TZVPD basis) on the molecule C5H8OS.

XYZ file:
```
15
Properties=species:S:1:pos:R:3:lowdin_charge:R:1
C 0.974 0.900 0.001 -0.587
C 1.396 2.145 0.157 -0.006
C -0.471 -1.019 0.400 -0.206
C 0.644 -1.645 -0.418 -0.447
C -0.473 0.467 0.028 -0.419
O -1.007 0.696 -1.261 -0.015
S 2.038 -0.473 -0.278 0.931
H 2.440 2.397 0.103 0.054
H 0.701 2.946 0.332 0.064
H -1.433 -1.489 0.184 0.117
H -0.258 -1.119 1.466 0.120
H 0.965 -2.615 -0.046 0.072
H 0.372 -1.720 -1.471 0.075
H -1.026 1.061 0.774 0.149
H -1.935 0.440 -1.267 0.097
```

Values from the calculation:
Structure (SMILES): C=C1SCC[C@@H]1O
Highest occupied orbital energy, Ha: -0.300

Of them, entry S has the highest stability.

Entry P
ORCA calculation (the ωB97M-V functional and the def2-TZVPD basis) on the molecule C5H8OS.

XYZ file:
```
15
Properties=species:S:1:pos:R:3:lowdin_charge:R:1
C 1.784 0.109 -0.590 -0.539
C 0.109 -1.323 0.291 -0.172
C -0.556 -0.056 0.647 -0.328
C -1.826 0.784 0.501 -0.012
C -0.717 0.723 -0.565 -0.553
H 2.610 0.150 -1.335 0.096
H 2.305 0.180 0.406 0.105
H -0.633 -1.940 -0.181 0.127
H 0.642 -1.841 1.176 0.155
H 0.007 0.632 1.289 0.122
H -2.758 0.311 0.195 0.102
H -1.910 1.568 1.188 0.080
H -0.960 0.162 -1.426 0.091
O 1.096 -1.055 -0.695 -0.179
S 0.807 1.597 -0.901 0.906
```

Values from the calculation:
Structure (SMILES): C1OC[C@@H]2C[C@H]2S1
Highest occupied orbital energy, Ha: -0.312

Entry Q
ORCA calculation (the ωB97M-V functional and the def2-TZVPD basis) on a structure of composition C5H8OS.

XYZ file:
```
15
Properties=species:S:1:pos:R:3:lowdin_charge:R:1
C -0.750 0.625 0.807 -0.454
C 0.515 -0.322 1.084 -0.330
C 0.522 -1.010 -0.166 -0.269
C 0.508 0.082 -1.196 -0.105
C 0.376 1.187 -0.089 -0.311
H -1.854 -0.295 -0.919 -0.065
H -0.836 1.361 1.732 0.142
H 0.373 -0.830 2.044 0.162
H -0.442 -1.605 -0.205 0.087
H 1.433 -1.564 -0.394 0.124
H -0.541 -0.422 -1.721 0.146
H 1.390 0.105 -1.783 0.099
H 0.498 2.074 -0.653 0.133
O 1.251 0.882 0.971 -0.012
S -2.444 -0.267 0.487 0.652
```

Values from the calculation:
Highest occupied orbital energy, Ha: -0.338

Of them, entry P has the highest stability.